[1]
103
Properties=species:S:1:pos:R:3:forces:R:3 method="wB97M-V/def2-TZVPD" lumo_ev=-3.953 spin_multiplicity=1 charge=+1 homo_energy_ev=-10.16
C 5.867458 -2.448217 -2.132450 -4.832 4.502 2.509
C 5.030153 -1.537307 -1.647546 3.087 -5.912 -2.741
C 3.734036 -0.786678 -1.098002 1.684 0.700 0.445
C 2.302962 -1.490252 -1.190468 0.173 -1.274 -2.503
C 2.498831 -2.655917 -2.341197 -1.246 -2.771 -1.108
C 1.678161 -3.817835 -2.576235 -0.228 2.426 0.562
N 1.226002 -0.607793 -1.870801 0.698 -1.336 -0.888
C 1.499155 -0.361054 -3.347288 0.466 1.123 -3.314
C 0.624610 0.503925 -1.087035 -2.359 0.043 0.986
I -1.449151 0.142653 -2.013145 -0.406 -0.084 0.093
P 0.758458 2.305157 -1.672061 1.061 2.420 -0.802
S 2.293471 2.842185 -2.738256 0.179 -0.454 -0.327
C 0.596945 0.326431 0.570806 -1.449 1.118 0.207
C -0.968320 0.779679 0.867083 -0.505 0.760 2.449
C -1.404580 1.198957 2.368308 -1.916 0.140 -0.671
C -2.976336 1.679857 2.191230 0.678 1.666 0.080
N -3.971673 0.748345 2.777761 0.105 0.262 -1.449
C -3.928098 -0.643040 2.276735 -0.920 -1.740 -0.133
C -4.704398 -0.962933 0.909749 -1.873 -1.894 -3.163
C -4.941999 -0.017843 -0.320796 -1.189 -3.852 -0.299
C -5.709042 -0.555416 -1.625599 0.004 -2.449 1.869
C -6.284620 -2.038844 -1.742957 2.500 1.416 4.125
C -6.037854 -2.991844 -0.509566 1.180 3.406 0.084
C -5.276630 -2.458109 0.761450 -0.792 0.961 -2.258
O -5.059912 -3.420470 1.842498 -0.935 1.840 -1.611
C 1.413376 1.398349 1.447067 0.545 2.050 0.383
I 3.345208 2.211565 0.618113 -0.625 0.124 -0.298
C 2.058387 1.125136 2.875977 2.609 0.221 0.676
C 3.340283 0.065476 2.916745 0.088 -0.170 1.233
I 0.964626 0.701165 4.720192 -0.093 0.286 -0.256
N 0.958304 -1.024577 1.080516 2.205 0.500 -1.859
O -0.093245 -1.600127 1.701499 -1.903 0.161 1.432
C 0.131658 -2.284444 2.941317 0.647 -3.045 1.988
C -1.135916 -2.308820 3.975211 0.693 -0.416 -0.214
C 1.617002 -2.011609 0.168089 -0.530 -1.412 -0.681
F 0.461678 -2.940647 -0.075724 2.170 1.112 -1.219
P 2.728148 -3.283316 1.162144 0.032 -1.323 1.846
C 2.611468 -5.013895 0.319253 1.102 0.502 -2.158
O 4.390630 -2.905489 1.105986 -0.950 -0.470 0.491
H 6.503568 -3.316982 -2.568386 -1.273 2.349 1.105
H 3.971506 -0.619243 0.015247 -0.385 0.090 -1.832
H 3.670750 0.231791 -1.669807 0.087 -1.724 1.288
H 3.211824 -2.508429 -3.257385 -0.031 -0.311 3.003
H 2.080486 -4.880701 -2.763684 -0.439 2.184 -0.954
H 0.521466 -3.664328 -2.648381 1.927 -0.950 1.586
H 0.526927 -1.399143 -1.976323 0.221 1.391 0.674
H 1.044586 -1.190258 -4.039411 1.115 1.135 1.877
H 2.631237 -0.188864 -3.574841 -2.168 -0.505 0.690
H 0.972618 0.569073 -3.791657 0.895 -1.339 1.446
H 0.736439 3.213053 -0.527066 -0.434 -1.356 -0.386
H -0.362741 2.803906 -2.459658 0.340 -1.066 1.096
H -1.747126 -0.040338 0.707184 1.493 1.146 -0.608
H -1.205092 1.795092 0.333329 0.661 -2.204 0.319
H -0.874029 2.115762 2.801992 -0.493 -1.736 -0.511
H -1.472743 0.283478 3.049357 0.596 1.620 -0.818
H -3.206127 1.972536 1.079121 0.552 -0.669 1.664
H -3.094865 2.689357 2.772250 0.200 -1.848 -0.989
H -4.905254 1.158334 2.532173 1.026 -0.723 0.545
H -2.865814 -1.108234 2.178720 -1.682 1.230 0.259
H -4.447409 -1.301579 3.094299 0.929 1.080 -1.614
H -4.538258 1.053084 -0.300380 -0.813 -1.794 -0.159
H -5.874873 0.107855 -2.565911 0.503 -1.016 2.132
H -6.837147 -2.448815 -2.664148 1.048 0.966 1.610
H -6.405481 -4.095984 -0.520850 0.764 2.247 0.067
H -5.917116 -3.855071 2.067425 0.863 0.569 -0.487
H 0.838092 2.416303 1.502628 0.929 -2.179 -0.122
H 2.570810 2.139520 3.210025 -1.509 -2.036 -0.934
H 3.287670 -0.574542 3.894069 -0.081 1.161 -1.881
H 4.350581 0.643702 3.018701 -1.928 -1.039 -0.541
H 3.337894 -0.673393 2.054386 0.120 1.210 1.047
H 0.255953 -3.419348 2.663417 -0.188 1.995 0.400
H 1.140771 -2.047082 3.481094 -1.992 0.169 -1.206
H -2.080830 -2.712264 3.447027 1.504 0.876 0.841
H -0.862708 -3.106359 4.785036 -0.351 1.460 -1.512
H -1.303171 -1.318078 4.528138 0.068 -1.454 -1.032
H 2.985437 -5.858059 1.004200 -0.807 1.581 -0.738
H 1.582867 -5.217360 -0.148878 1.465 0.308 1.073
H 3.361599 -4.950398 -0.577306 -1.267 -0.355 1.539
H 4.730858 -3.084274 2.030256 -0.609 0.468 -1.454
C 8.763429 3.999641 0.262554 0.073 0.056 0.045
C 8.782326 2.562794 -0.243815 0.246 0.352 -0.096
C 7.652815 1.707448 0.332129 0.179 -0.203 -0.297
C 7.763501 1.543249 1.785532 -0.157 -0.034 0.429
N 7.849365 1.425344 2.929101 -0.069 0.041 -0.597
H 8.908950 4.044830 1.345225 -0.046 -0.010 -0.075
H 9.567311 4.574715 -0.204578 -0.117 -0.030 0.064
H 7.814008 4.486860 0.022226 0.061 -0.004 0.028
H 9.752809 2.111691 -0.011304 -0.172 -0.061 -0.024
H 8.689917 2.576191 -1.334989 -0.041 -0.149 0.122
H 7.680507 0.720238 -0.140998 -0.087 0.015 0.194
H 6.683869 2.151649 0.081081 0.050 -0.011 0.172
C -8.899567 2.718971 -3.535403 -0.045 -0.073 0.002
C -8.438076 3.826026 -2.595861 -0.358 -0.266 0.011
C -7.089341 4.428572 -2.992936 -0.186 0.254 0.214
C -5.998046 3.452300 -2.909372 0.367 -0.196 -0.124
N -5.145551 2.678230 -2.851984 -0.390 0.350 0.056
H -8.207386 1.872451 -3.527758 -0.027 0.065 -0.021
H -9.880806 2.347978 -3.227786 0.113 0.024 -0.073
H -8.982564 3.086402 -4.562180 0.003 -0.054 0.061
H -8.389849 3.434427 -1.574101 0.071 0.127 -0.086
H -9.190749 4.621297 -2.597468 0.205 0.008 0.045
H -6.867079 5.268794 -2.327125 0.169 -0.126 -0.095
H -7.146848 4.835634 -4.007429 0.146 -0.150 0.055

***

[2]
36
Properties=species:S:1:pos:R:3:forces:R:3 method="wB97M-V/def2-TZVPD" lumo_ev="2.007 / 2.007" spin_multiplicity=1 charge=-1 homo_energy_ev="-0.59 / -0.59"
C -1.400116 1.990328 -4.402455 0.334 0.178 -0.361
Sr -1.374459 -0.030189 -1.490518 0.788 0.831 1.703
N 0.572694 -1.156524 -3.135481 0.179 0.169 -0.414
H -1.845400 2.451571 -0.760195 -0.267 -0.586 -0.672
H -0.675562 2.193879 -3.607299 -0.379 0.063 -0.001
H -2.003251 2.872306 -4.616692 0.073 0.026 0.306
H -2.083228 1.181462 -4.137263 0.114 -0.040 -0.049
H -0.844303 1.758880 -5.316219 -0.131 -0.250 0.073
H 0.418823 -2.100979 -2.774640 0.153 0.326 -0.080
H 1.571744 -0.928878 -3.016382 -0.842 -0.110 0.107
H 0.348833 -1.109927 -4.132925 0.273 -0.272 0.353
C 0.653649 3.172175 1.340384 0.011 0.361 0.083
C 1.704171 2.129503 1.049740 -0.134 -1.053 1.119
O 1.402056 0.846873 1.760772 1.289 3.748 -0.910
P 0.550477 -0.098097 0.685687 1.420 -2.268 0.295
O -0.945956 0.210147 1.355537 -2.461 -0.128 1.773
C -1.484714 -0.464124 2.585418 1.108 0.563 -1.785
C -0.574980 -0.322584 3.772037 0.119 -0.006 0.719
O -0.385243 -1.698887 -0.145372 -1.029 -2.656 -0.937
C 0.030810 -2.939115 0.480013 -0.734 1.894 -0.904
C 1.388869 -3.377116 0.018966 0.582 -0.273 -0.157
H -0.350003 2.825430 1.086434 0.149 -0.096 -0.068
H 0.866470 4.054085 0.738240 -0.078 0.235 -0.225
H 0.671325 3.507931 2.376421 0.017 -0.184 0.238
H 1.701822 1.948449 -0.045695 0.246 -0.065 0.548
H 2.705707 2.439579 1.384460 -0.147 0.071 -0.121
H -2.441421 0.009609 2.801436 -0.095 0.104 -0.201
H -1.655523 -1.510704 2.333332 -0.019 -0.145 -0.034
H -0.515831 0.714092 4.091022 0.159 0.226 -0.130
H -0.971434 -0.872819 4.628676 -0.261 -0.165 0.029
H 0.434079 -0.697905 3.621835 0.028 0.065 -0.394
H 0.037058 -2.843241 1.562029 0.051 0.255 0.318
H -0.733573 -3.660454 0.228230 -0.227 -0.678 -0.072
H 2.159204 -2.637188 0.252213 -0.288 0.040 0.088
H 1.666497 -4.326037 0.486474 0.032 -0.119 0.056
H 1.400708 -3.531534 -1.058236 -0.031 -0.062 -0.295

***

[3]
117
Properties=species:S:1:pos:R:3:forces:R:3 method="wB97M-V/def2-TZVPD" lumo_ev=-2.913 spin_multiplicity=1 de_lowest_ev=2.572 charge=+1 homo_energy_ev=-12.14
C 3.644584 1.259352 -2.271896 -1.029 -0.922 -5.600
C 2.455927 0.318689 -2.708377 -1.678 3.863 2.144
C 1.742930 -0.342810 -1.453517 2.999 6.175 0.037
C 0.793737 0.574498 -0.778896 -3.235 -2.348 0.399
N 0.366281 0.044413 0.654259 0.761 0.164 1.782
C 1.436198 -0.180219 1.774487 2.665 -1.524 -0.046
C 0.897978 -1.216149 2.776975 -2.705 3.360 2.129
C -0.276924 -1.887131 2.132417 5.048 0.025 -2.799
C -0.207609 -1.327009 0.711649 7.040 -0.138 3.529
C -0.570070 1.126347 1.207480 -1.325 -0.720 0.230
C -2.008238 1.100231 0.628478 2.119 -0.135 -0.577
C -2.873194 2.302771 0.946657 2.813 -1.871 -0.844
H 3.367684 2.016750 -1.686969 -1.716 3.411 2.030
H 4.143809 1.710427 -3.218540 -0.851 -0.722 1.552
H 4.398837 0.839965 -1.731760 2.068 -2.178 1.221
H 2.829673 -0.514903 -3.027051 2.858 -4.688 -2.644
H 1.845117 0.689463 -3.596286 0.367 -0.020 1.661
H 2.605917 -0.659923 -0.888503 0.192 0.264 0.928
H 1.301194 -1.156768 -1.681888 -3.220 -5.594 -2.206
H -0.250185 0.742589 -1.339334 2.443 -0.888 0.961
H 1.109912 1.527727 -0.602335 1.332 2.529 0.555
H 2.002622 0.683941 2.072064 -1.050 1.131 0.507
H 2.384404 -0.807639 1.630685 -1.267 0.812 -2.319
H 0.595292 -0.840398 3.780133 -0.084 0.591 -0.703
H 1.613307 -1.864574 3.073299 2.610 -2.195 0.277
H -1.086355 -1.861949 2.678948 -4.750 1.272 2.218
H -0.093420 -2.929030 2.142052 0.324 -1.234 -0.626
H -1.048192 -1.382186 0.407027 -11.016 0.244 -4.485
H 0.291772 -1.984336 0.058398 1.429 -0.540 -0.572
H -0.079270 2.045385 1.141156 0.967 1.548 -1.045
H -0.651607 1.092171 2.263265 0.108 -1.010 1.273
H -2.474509 0.306169 1.140405 -0.662 -1.503 0.047
H -1.776121 0.881625 -0.402793 -1.216 -0.103 -0.618
H -2.513672 3.137943 0.474836 0.948 2.342 -0.894
H -2.725274 2.297191 1.959899 -0.591 0.999 2.831
H -3.823898 2.149432 0.627651 -2.935 -0.563 -0.527
O -6.578172 1.279027 0.143799 -1.405 2.821 0.388
H -6.153441 0.511791 -0.067045 2.056 -3.319 -0.948
H -7.514548 1.113477 0.112911 -0.561 -0.061 0.075
O -5.042042 4.649103 -0.172403 1.958 2.190 -1.205
H -5.607134 4.042918 0.294876 -0.412 -0.871 0.050
H -4.464915 4.410297 -0.922298 -1.163 -0.631 0.912
O -2.176577 -3.503912 4.678681 1.017 -3.390 0.240
H -1.326808 -3.528714 5.243272 -2.196 -0.450 -1.378
H -2.495904 -4.488959 4.412322 1.359 3.644 1.290
O 5.008612 0.157028 -5.917559 0.293 1.464 -0.024
H 4.051128 0.186441 -5.763619 0.411 0.195 0.123
H 5.254683 1.122390 -5.990815 -0.343 -1.675 0.104
O -3.780298 -1.500986 4.171246 -0.017 -2.356 -0.401
H -3.527319 -0.617336 4.015351 0.924 1.740 0.026
H -2.977295 -2.093255 4.195714 -1.150 0.995 0.215
O -4.645292 -0.613131 -0.974837 1.334 0.773 0.897
H -5.075462 -0.854984 -1.753581 -2.362 -1.131 -1.768
H -3.820199 -0.458566 -1.441194 1.111 0.385 0.744
O 0.911309 3.982088 2.881014 -1.655 0.509 0.983
H 1.506946 3.742826 2.215488 2.146 -1.014 -1.347
H 0.261004 4.405569 2.297649 -0.620 0.435 0.487
O -0.012560 2.111382 4.885252 -1.156 -0.630 4.711
H -0.196548 2.454272 5.889428 0.761 -1.157 -3.897
H 0.134072 2.869879 4.358384 0.616 1.819 -1.064
O 2.364209 0.728847 -6.272484 -0.733 1.668 1.587
H 1.868055 1.515796 -6.521061 -0.145 0.378 0.475
H 2.630295 0.452778 -7.112501 0.976 -1.281 -2.310
O -2.364026 1.378903 -3.113728 -4.489 -0.358 -0.587
H -1.826364 2.137807 -3.209158 0.786 1.415 -0.286
H -3.349759 1.680082 -3.402601 3.687 -0.980 0.963
O -6.634255 3.395650 1.474472 0.168 1.268 1.430
H -6.348246 2.657511 0.903972 0.025 -0.629 1.137
H -6.188362 3.484283 2.362010 -0.533 -0.693 -1.810
O -4.505538 -2.300201 1.408709 1.967 2.832 2.624
H -4.095740 -1.781863 2.291276 -1.813 -2.299 -2.639
H -4.391657 -1.592782 0.736419 -0.290 -0.817 0.214
O 4.936007 -2.492676 -2.281212 -0.133 0.852 1.005
H 4.787056 -3.417360 -2.484314 0.026 -0.148 0.345
H 4.921228 -2.337500 -1.299852 0.057 -0.627 -1.258
O -2.534480 1.045205 4.229353 1.135 1.502 0.574
H -1.566514 1.355778 4.251323 -1.552 -0.534 0.312
H -2.959773 1.659074 4.878452 0.402 -0.852 -0.816
O -0.034686 -5.506687 3.481409 -0.210 0.045 -0.329
H -0.977191 -5.735333 3.532169 0.609 0.010 0.036
H 0.291059 -5.367476 4.375278 -0.086 -0.165 0.022
O -2.331525 -3.669553 -0.598526 2.936 -0.453 2.757
H -1.608042 -3.887327 0.228120 -3.454 0.417 -3.286
H -3.250261 -3.759089 -0.294254 0.632 0.049 0.532
O 5.000967 -1.642764 0.689330 -2.170 0.519 -0.921
H 4.897579 -0.709918 0.888777 -2.008 1.011 -0.672
H 5.790630 -1.563335 1.131592 3.984 -1.747 1.591
O 0.641391 -1.216432 -6.373697 -2.854 3.694 -0.938
H 1.178847 -1.843865 -6.029346 2.629 -3.799 1.312
H 1.172714 -0.432039 -6.132962 -0.508 -0.288 -0.436
O 2.657015 3.352750 0.533078 -9.536 6.263 -0.596
H 3.063216 4.147234 0.442930 2.602 3.070 -0.044
H 3.114466 2.672743 0.611834 7.302 -9.275 1.051
O 1.040248 -3.108191 -3.514451 4.080 0.827 -2.109
H 1.251740 -3.697382 -2.843035 2.645 -2.286 1.707
H 0.216269 -3.119714 -3.209175 -6.880 1.483 0.519
O -0.970842 5.416042 1.342512 -3.225 -0.374 -0.725
H -0.883338 5.646031 0.399056 0.149 0.008 0.582
H -2.002956 5.268974 1.397302 2.927 0.407 0.107
O -0.056842 -4.998892 0.567540 -2.799 -0.765 9.043
H 0.505212 -4.926852 -0.090247 4.678 0.335 -4.821
H 0.457890 -5.137121 1.534859 -1.924 0.426 -3.969
O 2.846399 -2.543680 -5.436688 -0.498 -1.441 -4.066
H 3.652790 -2.108141 -5.526655 1.916 1.103 0.699
H 2.396079 -2.577824 -4.652373 -0.954 0.195 3.523
O 4.508053 1.173664 1.323028 -2.507 -0.009 3.533
H 4.701236 1.449114 2.272533 -0.507 -0.520 -1.643
H 5.301943 1.320993 0.909596 3.160 0.769 -1.920
O 4.425767 -3.318434 4.713313 -1.124 0.133 -3.719
H 4.349769 -2.375585 4.865202 0.130 0.354 0.576
H 4.149351 -3.313785 3.698709 0.978 -0.477 3.099
O 1.270985 4.354232 -1.830762 0.762 0.662 1.553
H 2.027944 4.440785 -1.125125 -2.934 -0.054 -1.993
H 0.474704 4.920798 -1.626855 1.840 -0.736 0.084
O -1.168245 -1.165656 -3.930135 3.375 -2.127 -2.274
H -0.421170 -0.903541 -4.596229 -1.998 -0.986 1.240
H -1.523172 -0.374771 -3.652837 -1.407 2.908 0.915